(1)
Here is a structure of composition C5H12F7Mg2NO7S2 at a distorted geometry from the Open Molecules 2025 dataset. Energies are from ωB97M-V/def2-TZVPD.

Structure (ORCA input):
```
! RIJCOSX wB97M-V def2-TZVPD def2/J DEFGRID3
* xyz 3 2
Mg -5.56 -0.90 2.12
Mg -3.86 -3.41 -0.34
C -6.69 2.23 -0.74
F -5.53 2.80 -0.47
F -7.55 2.68 0.21
F -7.08 2.54 -1.91
S -6.49 0.27 -0.54
O -7.19 -0.34 -1.61
O -5.07 0.11 -0.63
N -6.93 -0.13 1.13
S -8.54 -0.31 1.03
O -9.21 0.60 0.11
O -8.96 -1.73 1.13
C -8.94 0.52 2.79
F -9.40 1.73 2.69
F -9.95 -0.19 3.40
F -7.85 0.51 3.51
F -4.54 -2.12 0.99
C -6.78 -4.18 -1.27
O -5.76 -4.29 -0.33
H -6.80 -3.09 -1.36
H -6.53 -4.56 -2.25
H -7.74 -4.62 -0.99
H -6.02 -4.97 0.30
C -6.54 -2.50 4.46
O -6.62 -2.19 3.11
H -7.53 -2.53 4.92
H -5.95 -3.42 4.55
H -6.13 -1.66 5.02
H -7.10 -2.90 2.67
C -1.91 -0.70 -1.01
O -1.98 -2.09 -0.50
H -2.63 -0.15 -0.41
H -0.94 -0.22 -0.91
H -2.30 -0.63 -2.03
H -1.06 -2.17 -0.25
*
```

Values from the calculation:
- Electronic energy: -72753.54044 eV
- <S²>: 0.76
- M: 443.88 g mol⁻¹
- LUMO (alpha / beta): -11.13 / -15.83 eV

=====

(2)
Here is a cluster of 2 separate species, C5H13N2O in total at a distorted geometry from the Open Molecules 2025 dataset. Energies are from ωB97M-V/def2-TZVPD.

Structure (ORCA input):
```
! RIJCOSX wB97M-V def2-TZVPD def2/J DEFGRID3
* xyz 1 1
C -1.38 0.15 -3.14
C -0.48 -0.35 -2.04
C -0.93 -1.21 -1.13
O -0.05 -1.89 -0.27
H -0.77 0.22 -4.04
H -2.14 -0.61 -3.31
H -1.80 1.14 -2.94
H 0.54 0.01 -1.97
H -1.95 -1.57 -1.15
H -0.49 -2.73 -0.10
C 1.36 0.89 2.08
C 0.24 0.76 1.36
N -0.43 1.70 0.65
N 1.79 -0.29 2.86
H 1.92 1.78 2.30
H -0.26 -0.21 1.32
H -0.90 1.37 -0.18
H -0.01 2.61 0.57
H 1.59 -0.18 3.85
H 2.80 -0.43 2.75
H 1.32 -1.14 2.53
*
```

Values from the calculation:
- Electronic energy: -10415.68350 eV
- M: 117.17 g mol⁻¹
- LUMO: -3.34 eV